The following is a DFT calculation (ωB97M-V/def2-TZVPD) of a structure of composition C27H44F6O14Pb.

The spin multiplicity is 1. As for the charge: 0.

Each line ends with the Löwdin charge.
CARTESIAN COORDINATES (ANGSTROEM)
Pb 0.645 -0.306 0.484  1.72
C -3.031 -0.940 -0.565  -0.46
O -3.140 0.268 -1.298  -0.10
O -1.772 -1.121 -0.096  -0.30
C -4.292 -1.141 0.344  -0.48
F -4.011 -1.632 1.608  0.09
F -5.042 -0.018 0.385  0.13
F -5.089 -2.122 -0.155  0.10
C -4.047 0.279 -2.397  -0.27
C -4.395 1.715 -2.741  -0.07
H -5.068 2.099 -1.975  0.08
H -3.512 2.341 -2.849  0.06
H -4.971 1.733 -3.669  0.08
H -4.950 -0.278 -2.136  0.11
H -3.619 -0.247 -3.258  0.11
H -3.093 -1.779 -1.284  0.14
C 4.207 1.064 0.829  -0.45
O 4.366 1.645 -0.481  -0.12
O 3.005 0.439 0.882  -0.33
C 5.534 0.423 1.336  -0.56
F 5.334 -0.346 2.411  0.14
F 6.060 -0.319 0.334  0.13
F 6.462 1.341 1.631  0.13
C 5.279 2.732 -0.637  -0.25
C 5.495 2.823 -2.151  -0.08
H 4.971 3.698 -2.554  0.06
H 6.525 2.944 -2.500  0.06
H 5.123 2.025 -2.794  0.07
H 6.261 2.667 -0.170  0.10
H 4.752 3.608 -0.245  0.11
H 4.026 1.931 1.489  0.14
C 3.251 -3.173 3.137  -0.02
O 2.129 -3.929 2.655  0.03
C 1.033 -3.189 2.455  -0.61
O 0.903 -1.990 2.522  0.01
O 0.076 -4.025 2.117  0.02
C -1.258 -3.596 1.928  -0.03
H 3.871 -2.763 2.345  0.10
H 3.869 -3.815 3.766  0.09
H 2.915 -2.404 3.832  0.10
H -1.352 -2.533 2.165  0.07
H -1.944 -4.121 2.590  0.10
H -1.583 -3.651 0.892  0.08
C 1.269 3.805 1.127  -0.13
C -0.170 4.117 1.538  -0.15
C -1.027 3.132 0.729  -0.18
O -0.100 2.308 0.042  -0.25
C 1.081 3.038 -0.211  -0.19
H 1.807 3.203 1.860  0.11
H 1.853 4.720 1.012  0.11
H -0.410 5.142 1.244  0.11
H -0.500 4.035 2.573  0.10
H -1.711 3.673 0.065  0.12
H -1.701 2.562 1.368  0.11
H 0.935 3.713 -1.062  0.13
H 1.960 2.420 -0.398  0.10
O 0.701 0.043 -1.953  -0.01
C 0.168 0.268 -3.008  -0.45
O -0.012 -0.634 -3.958  0.04
C -0.445 -0.018 -5.198  -0.12
C -1.137 1.245 -4.713  -0.16
C -0.455 1.593 -3.408  -0.04
H -1.141 -0.672 -5.716  0.13
H 0.453 0.172 -5.784  0.13
H -2.210 1.075 -4.653  0.10
H -1.039 1.895 -5.589  0.12
H -1.223 1.735 -2.646  0.12
H 0.322 2.347 -3.498  0.14
O -0.870 0.206 2.455  -0.02
C -1.515 0.623 3.375  -0.45
O -1.058 1.553 4.247  0.05
C -2.158 2.057 4.997  -0.17
C -3.198 0.954 5.042  -0.13
C -2.905 0.179 3.768  -0.07
H -2.669 2.895 4.508  0.13
H -1.773 2.357 5.968  0.13
H -4.247 1.222 5.089  0.12
H -2.850 0.292 5.841  0.12
H -3.532 0.353 2.895  0.12
H -2.760 -0.902 3.814  0.13
O 1.521 -2.458 -0.524  0.01
C 1.052 -3.426 -1.053  -0.44
O 1.407 -4.700 -0.837  0.05
C 0.700 -5.646 -1.631  -0.12
C -0.612 -4.844 -1.816  -0.15
C -0.140 -3.405 -1.995  -0.06
H 0.394 -6.581 -1.164  0.13
H 1.269 -5.916 -2.521  0.13
H -1.276 -4.954 -0.958  0.11
H -1.244 -5.138 -2.659  0.12
H -0.914 -2.677 -1.757  0.10
H 0.189 -3.295 -3.030  0.13



The following is a DFT calculation (ωB97M-V/def2-TZVPD) of a structure of composition C14H19F9O3Y.

The spin multiplicity is 1. As for the charge: +3.

Each line ends with the Löwdin charge.
CARTESIAN COORDINATES (ANGSTROEM)
C 4.291 -0.843 -1.781  -0.03
C 5.010 -0.690 -0.451  -0.35
C 6.250 0.189 -0.569  -0.02
C 4.076 -0.255 0.697  -0.23
C 4.735 -0.202 2.056  -0.02
C 3.455 1.205 0.342  -0.09
O 2.128 1.166 0.658  0.05
C 1.203 1.077 -0.395  -0.15
O 0.082 1.809 0.004  0.07
C -1.082 1.071 0.162  -0.42
O -1.145 0.158 0.937  0.18
C -2.204 1.526 -0.716  -0.04
C -3.362 0.536 -0.753  -0.04
C -4.282 0.612 0.448  -0.45
F -3.829 0.005 1.561  0.12
F -4.448 1.913 0.793  0.13
C -5.726 0.111 0.191  -0.19
F -6.328 -0.088 1.602  -0.28
F -6.448 1.045 -0.347  0.26
C -5.962 -1.252 -0.505  -0.36
F -5.653 -1.171 -1.789  0.23
F -7.297 -1.461 -0.401  0.17
C -5.290 -2.481 0.174  -0.53
F -3.971 -2.360 0.222  0.22
F -5.800 -2.617 1.412  0.14
F -5.621 -3.546 -0.548  0.24
H 3.724 -1.768 -1.791  0.09
H 4.998 -0.869 -2.595  0.10
H 3.610 -0.018 -1.981  0.07
H 5.337 -1.698 -0.148  0.18
H 7.113 -0.339 -0.171  0.11
H 6.445 0.453 -1.596  0.09
H 6.165 1.089 0.034  0.09
H 3.253 -0.955 0.777  0.15
H 5.679 0.320 2.051  0.09
H 4.880 -1.226 2.393  0.11
H 4.058 0.242 2.776  0.10
H 3.936 1.910 1.017  0.16
H 3.663 1.506 -0.678  0.14
H 1.582 1.526 -1.311  0.16
H 0.970 0.032 -0.603  0.17
H -2.493 2.541 -0.477  0.15
H -1.789 1.570 -1.718  0.15
H -3.962 0.793 -1.620  0.15
H -2.978 -0.460 -0.931  0.14
Y -6.973 -0.104 3.570  1.99



Largest force on an atom? In order: 3.66; 1.83 eV/Å.
Kohn-Sham gap? In order: 0.29498; 0.04858 Eh.